[1]
ORCA calculation (wB97M-V/def2-TZVPD) on C10H21NaO9 as an isolated structure at a distorted geometry.

Atoms and positions in Å:
1 Na 0.486 0.880 -0.315
2 C 0.485 0.652 3.246
3 O 0.855 1.441 2.176
4 H -0.585 0.327 3.274
5 H 1.103 -0.273 3.260
6 H 0.652 1.163 4.219
7 C 3.462 1.004 -2.348
8 O 2.992 1.619 -1.220
9 H 4.295 1.568 -2.830
10 H 3.797 -0.063 -2.326
11 H 2.687 1.007 -3.158
12 C -1.050 4.160 -0.554
13 O 0.055 3.377 -0.506
14 H -1.567 4.272 0.444
15 H -0.957 5.227 -0.859
16 H -1.903 3.718 -1.136
17 C -2.956 1.296 1.147
18 C -3.029 -0.189 0.890
19 C -4.286 -0.677 0.146
20 O -3.756 -1.335 -0.994
21 C -2.417 -1.326 -0.985
22 O -1.760 -1.940 -1.764
23 O -1.983 -0.507 -0.019
24 H -2.069 1.657 1.673
25 H -3.755 1.581 1.849
26 H -3.135 1.872 0.239
27 H -3.028 -0.777 1.810
28 H -4.951 0.120 -0.200
29 H -4.915 -1.306 0.779
30 C 2.394 -2.595 -2.838
31 O 2.803 -2.958 -1.534
32 C 2.291 -2.318 -0.495
33 O 1.485 -1.423 -0.555
34 O 2.795 -2.835 0.632
35 C 2.244 -2.350 1.888
36 H 2.309 -3.445 -3.505
37 H 3.062 -1.830 -3.241
38 H 1.447 -2.051 -2.779
39 H 1.685 -3.140 2.388
40 H 1.579 -1.519 1.661
41 H 3.140 -2.085 2.442

charge	-2
energy	-33550.3078	eV
E_LUMO	4.0547	eV
energy relative to the best compared isomer or geometry (same formula, charge and spin)	0.0	kcal per mole
E_HOMO	0.48	eV
gap between HOMO and LUMO	3.6	eV

=====

[2]
ORCA calculation (wB97M-V/def2-TZVPD) on C44H37GeN2S4Ta as an isolated structure at a distorted geometry.

Atoms and positions in Å:
1 Ta -1.058 -0.744 -0.975
2 S -2.747 -0.241 0.737
3 C -4.245 -0.829 -0.027
4 C -5.448 -0.161 0.208
5 C -6.634 -0.611 -0.351
6 C -6.652 -1.746 -1.154
7 C -5.470 -2.426 -1.392
8 C -4.279 -1.960 -0.841
9 S -2.757 -2.828 -1.161
10 C -2.653 -2.720 -2.981
11 C -1.239 -2.489 -3.464
12 C -0.977 -2.714 -4.759
13 C 0.318 -2.327 -5.284
14 C 1.267 -1.889 -4.454
15 C 1.039 -1.812 -3.013
16 C 2.044 -1.612 -2.154
17 S 1.241 1.447 -1.550
18 C 0.441 1.761 -3.102
19 C 1.317 2.452 -3.952
20 C 0.939 2.839 -5.221
21 C -0.341 2.537 -5.672
22 C -1.211 1.859 -4.840
23 C -0.844 1.460 -3.548
24 S -2.137 0.650 -2.630
25 N -0.315 -1.946 -2.565
26 H -5.434 0.730 0.824
27 H -7.553 -0.069 -0.162
28 H -7.580 -2.105 -1.581
29 H -5.465 -3.314 -2.013
30 H -3.295 -1.892 -3.269
31 H -3.040 -3.641 -3.409
32 H -1.749 -3.110 -5.405
33 H 0.509 -2.403 -6.347
34 H 2.246 -1.598 -4.816
35 H 3.046 -1.428 -2.522
36 H 1.872 -1.586 -1.088
37 H 2.312 2.689 -3.589
38 H 1.636 3.379 -5.851
39 H -0.661 2.831 -6.663
40 H -2.210 1.615 -5.181
41 N -0.349 -2.593 0.713
42 C 0.800 -2.933 1.509
43 C 1.987 -3.301 0.886
44 C 3.079 -3.685 1.651
45 C 2.991 -3.710 3.039
46 C 1.807 -3.326 3.649
47 C 0.713 -2.934 2.889
48 H -1.193 -2.547 1.273
49 H -0.478 -3.301 -0.002
50 H 2.053 -3.297 -0.194
51 H 3.999 -3.974 1.158
52 H 3.834 -4.037 3.634
53 H 1.726 -3.327 4.729
54 H -0.206 -2.619 3.376
55 C 0.226 0.649 -0.365
56 Ge 0.828 1.353 1.389
57 C 0.303 0.493 3.062
58 C -1.024 0.432 3.507
59 C -1.335 -0.048 4.774
60 C -0.317 -0.431 5.642
61 C 1.004 -0.348 5.228
62 C 1.309 0.090 3.943
63 C 2.777 1.382 1.429
64 C 3.403 2.238 2.341
65 C 4.787 2.280 2.448
66 C 5.570 1.466 1.636
67 C 4.963 0.608 0.728
68 C 3.575 0.564 0.629
69 C 0.186 3.201 1.537
70 C -0.474 3.632 2.693
71 C -0.932 4.940 2.817
72 C -0.739 5.844 1.784
73 C -0.080 5.439 0.631
74 C 0.380 4.134 0.509
75 H -1.830 0.782 2.872
76 H -2.370 -0.101 5.091
77 H -0.556 -0.786 6.638
78 H 1.805 -0.631 5.902
79 H 2.346 0.119 3.632
80 H 2.802 2.884 2.976
81 H 5.256 2.947 3.162
82 H 6.650 1.502 1.713
83 H 5.569 -0.029 0.094
84 H 3.119 -0.118 -0.080
85 H -0.633 2.945 3.514
86 H -1.437 5.251 3.724
87 H -1.098 6.863 1.878
88 H 0.079 6.142 -0.179
89 H 0.894 3.842 -0.397

charge	0
energy	-150617.9239	eV
E_LUMO	-0.1666	eV
energy relative to the best compared isomer or geometry (same formula, charge and spin)	30.4	kcal per mole
E_HOMO	-6.73	eV
gap between HOMO and LUMO	6.6	eV

=====

[3]
ORCA calculation (wB97M-V/def2-TZVPD) on an isolated molecule of C23H32N2O6.

Atoms and positions in Å:
1 C 4.911 -2.091 1.548
2 H 5.742 -1.490 1.916
3 O 3.758 -1.329 1.797
4 C 2.527 -1.885 1.530
5 C 2.380 -3.114 0.911
6 C 1.126 -3.678 0.721
7 C 0.008 -2.995 1.148
8 C 0.140 -1.746 1.729
9 C 1.384 -1.152 1.941
10 N 1.525 0.046 2.630
11 C 0.395 0.627 3.321
12 C -0.409 1.574 2.418
13 N 0.491 2.618 1.970
14 C -0.098 3.816 1.435
15 H 0.655 4.610 1.498
16 C -0.558 3.822 -0.045
17 O -0.304 5.131 -0.518
18 H -0.613 5.216 -1.428
19 C -2.047 3.487 -0.258
20 O -2.420 2.174 0.075
21 C -2.072 1.131 -0.737
22 C -2.524 -0.113 -0.329
23 C -2.225 -1.270 -1.047
24 C -1.422 -1.178 -2.188
25 C -1.006 0.093 -2.622
26 C -1.334 1.238 -1.910
27 H -1.016 2.198 -2.278
28 O -0.266 0.105 -3.769
29 C 0.134 1.337 -4.310
30 H 0.670 1.094 -5.227
31 H 0.807 1.878 -3.635
32 H -0.726 1.969 -4.555
33 O -1.058 -2.300 -2.917
34 C 0.317 -2.628 -2.839
35 H 0.939 -1.860 -3.304
36 H 0.428 -3.564 -3.384
37 H 0.631 -2.766 -1.797
38 O -2.778 -2.396 -0.534
39 C -2.751 -3.612 -1.252
40 H -3.430 -4.274 -0.712
41 H -1.752 -4.053 -1.269
42 H -3.102 -3.480 -2.277
43 H -3.128 -0.196 0.558
44 H -2.323 3.712 -1.300
45 H -2.648 4.126 0.396
46 H 0.060 3.103 -0.602
47 H -0.936 4.098 2.075
48 C 1.585 2.047 1.213
49 C 2.377 1.101 2.125
50 H 3.217 0.677 1.583
51 H 2.753 1.670 2.981
52 H 2.233 2.854 0.864
53 H 1.231 1.467 0.339
54 H -1.224 2.027 2.985
55 H -0.837 1.005 1.579
56 H -0.239 -0.158 3.733
57 H 0.800 1.215 4.152
58 H -0.760 -1.230 2.019
59 H -0.977 -3.416 1.030
60 H 1.043 -4.649 0.256
61 H 3.249 -3.665 0.588
62 H 5.052 -2.280 0.477
63 H 4.890 -3.045 2.085

charge	0
energy	-39632.7455	eV
E_LUMO	0.4761	eV
energy relative to the best compared isomer or geometry (same formula, charge and spin)	111.4	kcal per mole
E_HOMO	-7.26	eV
gap between HOMO and LUMO	7.7	eV
SMILES	COc1ccccc1N1CCN(C[C@H](O)COc2cc(OC)c(OC)c(OC)c2)CC1

=====

[4]
ORCA calculation (wB97M-V/def2-TZVPD) on a 2-piece molecular cluster, C5H14NO overall at a distorted geometry.

Atoms and positions in Å:
1 C -1.590 -0.077 -2.185
2 C -2.131 -0.335 -0.781
3 C -1.414 0.448 0.325
4 C 0.045 0.246 0.628
5 C 0.823 -1.220 2.403
6 N 0.236 -1.091 1.287
7 H -1.310 0.968 -2.284
8 H -0.732 -0.679 -2.498
9 H -2.323 -0.275 -2.968
10 H -3.140 0.076 -0.778
11 H -2.238 -1.406 -0.600
12 H -1.675 1.478 0.132
13 H -2.051 0.374 1.210
14 H 0.627 0.189 -0.288
15 H 0.286 0.985 1.379
16 H 0.760 -2.147 2.956
17 H 1.235 -0.369 2.920
18 H 0.141 -1.848 0.616
19 H 4.524 2.163 -0.903
20 H 4.765 1.053 0.101
21 O 5.161 1.467 -0.672

charge	+1
energy	-8941.6358	eV
E_LUMO	-5.4982	eV
energy relative to the best compared isomer or geometry (same formula, charge and spin)	54.7	kcal per mole
E_HOMO	-14.03	eV
gap between HOMO and LUMO	8.5	eV